[1]
50
Properties=species:S:1:pos:R:3:forces:R:3:mulliken_charge:R:1 method="wB97M-V/def2-TZVPD" e_above_lowest_ev=0.3165 orbital_gap_ev=6.22
C 3.95724 1.68850 1.96335 0.25 0.43 0.13 -1.175
C 3.28467 0.34540 1.93973 -0.35 0.20 -0.30 -0.230
O 2.02022 0.59116 1.26064 -0.22 -0.87 0.05 -0.022
C 1.25675 -0.50579 1.06259 0.06 -0.45 0.18 0.482
C -0.12197 -0.16216 0.53433 2.23 0.02 0.23 0.024
O -1.05951 -1.11043 0.59377 -0.93 -0.99 -0.23 -0.253
C -0.83445 -2.56256 0.47280 -0.07 0.61 0.14 -0.700
S -0.81869 1.32654 1.43430 -0.25 -0.15 0.40 1.512
C -2.55356 0.93000 1.74048 -0.25 0.09 -0.16 0.114
C -3.47008 1.12193 0.70995 0.00 -0.19 -0.04 -0.186
C -4.80203 0.74308 0.88738 0.13 0.22 0.10 -0.679
C -5.22472 0.23922 2.11934 0.21 -0.20 -0.12 -0.371
C -4.30581 0.07048 3.15873 0.09 0.31 -0.05 -0.606
C -2.97672 0.46871 2.99205 0.22 -0.23 -0.24 -0.422
O -0.22143 1.35646 2.75562 -0.05 0.18 -0.58 -0.756
O -0.77892 2.48801 0.56888 0.15 -0.38 0.34 -0.658
O 1.68252 -1.64440 1.24986 -0.40 1.34 -0.28 -0.693
H 4.93244 1.62281 2.45210 -0.06 -0.02 -0.01 0.419
H 4.11044 2.07100 0.94879 -0.03 -0.11 0.12 0.244
H 3.34526 2.41478 2.50816 0.09 -0.12 -0.08 0.292
H 3.86720 -0.39132 1.37307 -0.23 0.05 0.24 0.285
H 3.06519 -0.02322 2.95226 0.10 -0.04 -0.37 0.302
H -1.72848 -3.00708 0.92522 0.20 0.18 -0.22 0.281
H -0.76826 -2.79623 -0.59297 0.00 -0.13 0.43 0.198
H 0.06661 -2.85891 1.01623 -0.35 0.06 -0.29 0.342
H -3.13162 1.57616 -0.22091 -0.07 -0.29 0.15 0.295
H -5.49726 0.84419 0.05244 0.11 0.07 0.33 0.395
H -6.27182 -0.02620 2.27031 0.30 -0.03 -0.08 0.363
H -4.61818 -0.37390 4.10617 0.04 0.32 -0.25 0.382
H -2.26683 0.43148 3.81952 -0.14 -0.20 -0.32 0.436
C 2.07637 -3.51641 -2.57862 0.00 0.11 0.26 -0.503
C 2.96807 -2.51038 -2.18943 -0.18 0.07 -0.29 -0.687
C 2.51714 -1.20345 -2.01914 -0.20 -0.20 0.09 -0.430
C 1.14673 -0.90644 -2.15700 0.24 -0.67 -0.17 0.490
C 0.63024 0.39097 -1.74436 -0.46 -0.10 1.91 0.554
S -0.96547 0.87066 -2.13710 -1.39 0.58 -1.01 -0.197
C -0.59500 2.57272 -2.69905 -0.13 -0.48 -0.31 -0.607
C 0.65380 3.07271 -2.00363 0.36 0.33 0.29 -0.676
S 1.69067 1.69431 -1.42532 0.73 0.67 -0.52 -0.052
C 0.27434 -1.90181 -2.64433 0.27 -0.11 0.11 -0.761
C 0.73183 -3.21018 -2.80930 0.06 0.37 -0.20 -0.370
H 2.43067 -4.53992 -2.70124 -0.09 0.26 0.03 0.386
H 4.02428 -2.73411 -2.03605 -0.30 0.01 -0.09 0.397
H 3.22488 -0.39594 -1.80895 -0.26 -0.36 0.17 0.432
H -0.46902 2.55626 -3.78861 0.00 0.03 0.29 0.422
H -1.46201 3.18790 -2.45254 0.07 -0.08 0.01 0.346
H 1.27880 3.62640 -2.70830 -0.11 0.06 0.12 0.526
H 0.43320 3.69899 -1.13287 -0.04 -0.22 -0.24 0.261
H -0.75935 -1.63476 -2.88796 0.37 -0.19 0.27 0.459
H 0.03164 -3.98524 -3.13040 0.28 0.23 0.03 0.396

=====

[2]
56
Properties=species:S:1:pos:R:3:forces:R:3:mulliken_charge:R:1 method="wB97M-V/def2-TZVPD" e_above_lowest_ev=0.2945 orbital_gap_ev=6.95
Ir -0.11715 0.04500 0.12556 0.90 2.43 1.17 1.620
O -0.62267 -1.66926 -1.36062 -0.03 0.29 0.82 -0.250
C 0.09750 -2.86373 -1.69514 0.12 -0.17 -0.36 -0.744
C 1.38516 -2.80907 -0.93401 0.20 -0.04 0.11 -0.568
C 1.14647 -2.98687 0.57037 -0.15 -0.04 -0.10 -1.007
C 1.88787 -1.98252 1.38133 0.03 0.01 0.04 0.842
C 2.57948 -2.31872 2.53647 0.22 0.08 -0.02 -1.098
C 3.20579 -1.32887 3.26893 -0.02 0.01 -0.02 -0.363
C 3.18226 -0.02274 2.79829 0.11 -0.06 -0.04 -1.009
C 2.49316 0.23936 1.63548 0.16 0.10 -0.16 -0.251
N 1.82648 -0.70929 0.96225 -1.14 0.66 0.05 0.169
H -1.56432 -1.76121 -1.54057 -0.04 0.19 0.09 0.178
H 0.29055 -2.87384 -2.77037 -0.11 0.12 -0.02 0.386
H -0.48244 -3.75373 -1.43550 -0.11 0.10 0.06 0.395
H 1.81806 -1.82457 -1.12827 0.11 -0.08 -0.11 0.221
H 2.07822 -3.56005 -1.31491 0.00 0.00 -0.02 0.503
H 1.39824 -3.99616 0.89458 0.02 0.02 0.06 0.544
H 0.08819 -2.82793 0.80041 0.01 -0.06 0.06 0.288
H 2.61211 -3.34960 2.85925 -0.06 -0.01 -0.03 0.452
H 3.71663 -1.56971 4.19203 0.01 -0.01 -0.01 0.424
H 3.68328 0.77648 3.32516 0.01 0.02 -0.04 0.466
H 2.45716 1.23430 1.20915 -0.08 0.01 0.05 0.533
C -0.07949 3.14796 3.25089 -0.18 0.11 -0.27 -1.631
C -0.26654 1.92101 2.42386 -0.39 0.10 -0.14 0.498
N -0.03826 1.90621 1.15215 0.59 -1.73 -0.48 0.129
O 0.49119 3.02864 0.58507 0.20 0.11 0.03 -0.508
C -0.72809 0.68216 2.99935 0.36 0.34 0.63 0.260
C -1.36127 0.57642 4.35065 0.29 -0.02 -0.06 -1.721
N -0.52112 -0.34122 2.22698 -1.78 -1.73 -1.80 0.543
O -0.82887 -1.53404 2.52472 0.13 0.21 0.68 -0.787
H -0.05286 4.02371 2.60927 0.02 0.04 0.06 0.416
H 0.86813 3.08169 3.78966 -0.02 -0.03 0.04 0.277
H -0.88737 3.24374 3.97329 0.04 -0.03 0.05 0.440
H 0.03258 3.05536 -0.28735 0.00 -0.05 0.06 0.488
H -2.36372 1.01013 4.33597 -0.01 -0.01 0.04 0.318
H -0.76810 1.09591 5.10486 -0.07 -0.01 0.06 0.420
H -1.43699 -0.47394 4.62070 -0.02 0.00 -0.02 0.391
Se 1.21409 1.07010 -1.73536 -0.46 -0.48 -0.38 -0.125
C 0.40282 0.46985 -3.36624 0.10 0.08 0.00 0.221
C 1.17644 -0.16046 -4.33713 -0.09 -0.02 0.02 -0.610
C 0.60012 -0.56939 -5.53423 0.04 -0.01 0.00 -0.523
C -0.75091 -0.36249 -5.76779 -0.05 -0.04 -0.01 -0.458
C -1.52695 0.26151 -4.79849 0.04 -0.02 0.07 -0.659
C -0.95131 0.68657 -3.60955 -0.04 -0.07 -0.10 -0.104
H 2.22909 -0.33223 -4.14906 0.00 0.00 -0.01 0.382
H 1.21062 -1.05817 -6.28377 0.00 0.02 0.00 0.368
H -1.19963 -0.68486 -6.69872 0.01 -0.01 0.00 0.386
H -2.58485 0.42243 -4.96689 0.01 0.03 -0.02 0.435
H -1.55051 1.19804 -2.87048 0.02 0.02 -0.03 0.328
Cl -4.97253 0.81969 -0.37083 -0.05 0.01 0.01 -0.148
C -3.90639 2.21327 -0.55505 0.01 -0.14 -0.05 0.670
Cl -4.31133 3.06894 -2.04939 -0.02 -0.04 0.01 -0.135
Cl -4.11830 3.30603 0.83070 0.02 -0.02 0.06 -0.152
C -2.38872 1.82133 -0.58983 -0.43 0.11 -0.22 0.226
O -1.62977 2.70419 -0.93882 0.04 0.01 0.07 -0.623
O -2.16126 0.61467 -0.24905 1.50 -0.29 0.12 -0.740

=====

[3]
50
Properties=species:S:1:pos:R:3:forces:R:3:mulliken_charge:R:1 method="wB97M-V/def2-TZVPD" e_above_lowest_ev=6.2088 orbital_gap_ev=8.31
C -1.53209 -4.65467 -1.44552 2.45 -0.48 1.05 -0.751
O -1.50165 -3.21966 -1.49333 -1.39 0.04 0.20 -0.234
C -2.49590 -2.59261 -0.77475 0.85 0.67 2.38 0.222
O -3.31639 -3.11897 -0.02599 1.65 0.43 -2.05 -0.619
C -2.33026 -1.03584 -0.87275 0.19 -0.87 -1.22 1.598
C -1.36014 -0.52203 -1.93740 -1.50 1.42 -1.72 -0.220
C -1.87393 0.45947 -2.82927 -0.44 0.51 -0.21 -0.011
C -1.05298 1.21227 -3.67968 1.70 -1.94 1.99 -0.982
C 0.32765 0.99696 -3.61520 0.37 0.91 -0.58 0.432
Cl 1.44637 2.07161 -4.51314 -0.75 -0.61 0.41 -0.241
C 0.86573 0.06422 -2.77172 1.15 -0.99 1.01 -0.792
C 0.02280 -0.70054 -1.98171 -0.58 -0.62 1.17 -0.092
C -3.66764 -0.35821 -0.54689 0.97 1.97 -0.11 -1.505
C -2.37447 0.05338 0.18969 -2.91 -1.66 1.75 0.627
C -2.41456 -0.33115 1.70065 2.21 -2.13 -2.15 -1.634
N -1.08943 0.00796 2.13317 0.47 2.02 2.07 0.196
C -0.85542 1.50379 2.35666 3.60 -3.16 -0.71 -1.227
C 0.44497 1.96132 1.47801 -1.73 -1.65 0.82 -0.424
N 1.57935 1.11382 1.89123 -0.18 0.07 -0.73 0.089
C 2.83026 1.54408 1.43930 -0.27 -1.43 0.32 0.519
N 3.85956 0.74863 1.77208 1.02 -0.09 -0.40 -0.525
C 5.06566 1.09485 1.26651 -2.35 -0.64 0.29 -0.244
C 5.18493 2.25541 0.54466 1.96 -0.64 -0.90 -0.461
C 4.09852 2.98284 0.18362 -0.06 2.32 1.49 -0.176
N 2.93764 2.64311 0.67902 -2.27 0.20 -0.07 -0.450
C 1.32901 -0.29894 2.47316 1.15 3.02 -1.08 -1.170
C 0.01116 -0.88246 2.12133 -0.52 -1.14 -0.13 0.314
H -2.42032 -5.05956 -1.80371 -2.00 -0.39 -0.10 0.334
H -0.77762 -5.14411 -2.12150 -0.21 1.30 0.60 0.250
H -1.28870 -4.96056 -0.39435 -0.52 0.03 -0.96 0.289
H -2.95013 0.77424 -2.82184 1.11 -0.68 0.09 0.133
H -1.33967 2.06751 -4.16990 -1.19 1.54 -1.37 0.496
H 1.94904 -0.10942 -2.53161 -1.08 0.57 -0.95 0.297
H 0.48430 -1.39165 -1.27278 -0.14 0.10 -0.24 0.278
H -4.44917 -0.81685 0.07154 0.81 -0.49 -0.41 0.347
H -4.08475 0.43035 -1.15908 0.08 -0.27 -0.44 0.261
H -1.95288 1.08488 0.00314 -0.24 -1.70 -0.13 0.573
H -2.98511 0.39569 2.15560 -2.12 0.99 1.21 0.464
H -2.76458 -1.46132 1.94169 0.82 2.72 -0.66 0.322
H -0.71086 1.63820 3.43309 0.39 0.40 -0.15 0.348
H -1.71732 1.99865 2.08891 -1.79 1.24 -0.85 0.529
H 0.24682 1.93927 0.36361 0.04 -0.34 1.08 0.163
H 0.71689 2.96209 1.69635 0.05 1.06 0.29 0.599
H 5.82670 0.32711 1.35679 0.31 0.46 0.34 0.421
H 6.12009 2.52874 0.14280 1.11 0.23 -0.30 0.388
H 4.23660 4.05503 -0.22042 -0.52 -2.04 0.00 0.319
H 2.06945 -0.92101 2.06085 1.04 -0.78 -0.70 0.550
H 1.61634 -0.24324 3.48809 -0.40 0.11 1.44 0.199
H -0.12217 -1.75430 2.81685 -0.10 0.48 -0.35 0.293
H 0.15831 -1.33840 1.13411 -0.23 -0.08 -0.31 -0.090

=====

Number 1: DFT total energy -2345.9511 Ha. Number 2: DFT total energy -5202.6524 Ha. Number 3: DFT total energy -1605.4728 Ha.